P.
{
  "formula": "C2H16NO5",
  "method": "wB97M-V/def2-TZVPD",
  "elements": ["C", "C", "N", "H", "H", "H", "H", "H", "H", "H", "H", "O", "H", "H", "O", "H", "H", "O", "H", "H", "O", "H", "H", "O"],
  "positions_angstrom": [[1.625, 0.958, -1.709], [-0.023, 2.655, -2.036], [0.433, 1.728, -1.290], [1.692, 0.173, -0.960], [2.517, 1.579, -1.750], [1.530, 0.558, -2.716], [0.471, 2.746, -2.995], [-0.879, 3.149, -1.656], [0.108, 1.700, -0.294], [-0.891, 0.542, 1.398], [-0.715, 1.927, 2.021], [-0.450, 1.393, 1.261], [0.941, -2.456, 0.848], [0.556, -3.180, 2.316], [0.242, -2.792, 1.486], [-0.726, -1.600, 1.697], [-2.193, -1.812, 2.326], [-1.598, -1.108, 1.973], [3.122, -2.198, 0.029], [2.854, -1.802, 1.487], [2.478, -1.767, 0.601], [-3.830, -0.567, -0.071], [-3.805, 0.541, -1.037], [-3.458, -0.366, -0.928]],
  "lumo_ev": [-7.141, -13.988],
  "homo_energy_ev": [-19.0, -18.3],
  "total_charge": 2,
  "gap_ev": [11.83, 4.34],
  "multiplicity": 2
}



Q.
{
  "formula": "C2H16NO5",
  "method": "wB97M-V/def2-TZVPD",
  "elements": ["C", "C", "N", "H", "H", "H", "H", "H", "H", "H", "H", "O", "H", "H", "O", "H", "H", "O", "H", "H", "O", "H", "H", "O"],
  "positions_angstrom": [[-0.039, -2.576, -1.857], [0.189, -3.709, -1.190], [0.315, -1.130, -1.564], [-0.687, -2.555, -2.742], [-0.235, -4.611, -1.656], [0.411, -3.546, -0.174], [0.998, -0.886, -0.709], [-1.646, -1.124, 0.910], [0.804, -0.701, -2.543], [-3.150, 2.808, 1.804], [-1.837, 2.318, 0.593], [-2.427, 2.155, 1.527], [-1.619, -1.028, 1.652], [3.954, 0.980, -1.644], [3.047, 0.918, -1.897], [2.520, 1.124, -1.109], [1.037, 0.878, 1.524], [1.204, 0.851, 0.450], [0.510, 1.606, 0.265], [-0.602, 3.161, -0.807], [-0.708, 2.425, -0.188], [-0.559, 0.523, 3.808], [-1.110, 1.346, 2.652], [-0.370, 0.774, 2.896]],
  "lumo_ev": [-14.395, -14.110],
  "homo_energy_ev": [-17.7, -17.5],
  "total_charge": 2,
  "gap_ev": [3.26, 3.38],
  "multiplicity": 2
}



How far above the most stable structure does each one sit? In eV: P 0.000; Q 8.695.



P.
{
  "formula": "C2H3FO",
  "method": "wB97M-V/def2-TZVPD",
  "elements": ["C", "C", "O", "F", "H", "H", "H"],
  "positions_angstrom": [[-0.006, -0.563, -1.320], [0.545, 0.597, 0.264], [-0.332, -1.680, -1.204], [-0.598, 1.193, 0.493], [-0.182, 0.241, -2.008], [0.599, -0.281, 1.030], [1.375, 1.359, 0.158]],
  "lumo_ev": 0.749,
  "homo_energy_ev": -8.8,
  "gap_ev": 9.56,
  "multiplicity": 1
}



Q.
{
  "formula": "C2H3FO",
  "method": "wB97M-V/def2-TZVPD",
  "elements": ["C", "C", "O", "H", "H", "F", "H"],
  "positions_angstrom": [[1.595, -0.286, 0.074], [0.546, 0.372, -0.284], [-0.402, 0.986, -0.604], [1.593, -1.356, 0.026], [2.415, 0.275, 0.726], [-2.907, -0.325, 0.417], [-2.840, 0.333, -0.355]],
  "lumo_ev": 0.677,
  "homo_energy_ev": -9.6,
  "gap_ev": 10.30,
  "smiles": "C=C=O.F",
  "multiplicity": 1
}



How far above the most stable structure does each one sit? In eV: P 1.546; Q 0.000.



P.
{
  "formula": "C4H8P2",
  "method": "wB97M-V/def2-TZVPD",
  "elements": ["C", "C", "C", "C", "P", "P", "H", "H", "H", "H", "H", "H", "H", "H"],
  "positions_angstrom": [[-0.869, -0.303, -0.013], [-0.250, -1.475, 0.862], [1.323, 1.153, -0.081], [0.107, 0.509, -0.845], [-2.152, 0.853, 0.741], [-2.580, -0.545, -0.726], [-1.097, -2.120, 0.993], [0.276, -1.197, 1.734], [0.415, -1.917, 0.265], [0.805, 1.902, 0.475], [1.932, 1.641, -0.827], [1.738, 0.512, 0.635], [0.685, -0.200, -1.665], [-0.333, 1.186, -1.548]],
  "lumo_ev": -0.934,
  "homo_energy_ev": -8.8,
  "gap_ev": 7.84,
  "multiplicity": 1
}



Q.
{
  "formula": "C4H8P2",
  "method": "wB97M-V/def2-TZVPD",
  "elements": ["C", "C", "C", "C", "P", "P", "H", "H", "H", "H", "H", "H", "H", "H"],
  "positions_angstrom": [[-1.116, -0.869, -0.691], [1.755, 0.216, -0.757], [-2.180, -1.630, -0.156], [1.759, 1.584, -0.114], [2.805, -1.087, 0.094], [0.559, -0.976, 0.124], [1.753, 0.163, -1.827], [-2.870, -1.083, 0.558], [-2.018, -2.578, 0.367], [-3.064, -1.840, -0.821], [1.751, 1.666, 0.963], [0.833, 2.219, -0.486], [2.484, 2.111, -0.642], [0.201, -0.065, 1.178]],
  "lumo_ev": [-1.436, -1.577],
  "homo_energy_ev": [-7.2, -7.1],
  "gap_ev": [5.76, 5.57],
  "multiplicity": 1
}



How far above the most stable structure does each one sit? In eV: P 0.000; Q 4.796.



P.
{
  "formula": "C2H14NO4",
  "method": "wB97M-V/def2-TZVPD",
  "elements": ["C", "O", "C", "N", "H", "H", "H", "H", "H", "H", "H", "H", "H", "H", "O", "H", "H", "O", "H", "H", "O"],
  "positions_angstrom": [[1.861, -1.102, 0.237], [1.837, -2.470, -0.143], [0.963, -0.284, -0.693], [0.519, 1.114, -0.107], [2.900, -0.777, 0.235], [1.443, -1.107, 1.315], [2.854, -2.674, -0.332], [1.626, -0.154, -1.663], [-0.011, -0.786, -0.957], [0.102, 1.862, -0.795], [1.237, 1.684, 0.540], [-0.257, 1.028, 0.598], [2.118, 3.273, -2.027], [2.080, 1.845, -2.564], [1.679, 2.352, -1.914], [-5.104, -1.455, 1.948], [-5.668, -0.773, 0.711], [-4.892, -0.743, 1.408], [-1.452, -0.881, 1.848], [-2.374, 0.089, 1.026], [-1.461, -0.040, 1.330]],
  "lumo_ev": -3.043,
  "homo_energy_ev": -14.1,
  "total_charge": 1,
  "gap_ev": 11.08,
  "multiplicity": 1
}



Q.
{
  "formula": "C2H14NO4",
  "method": "wB97M-V/def2-TZVPD",
  "elements": ["C", "O", "C", "N", "H", "H", "H", "H", "H", "H", "H", "H", "H", "H", "O", "H", "H", "O", "H", "H", "O"],
  "positions_angstrom": [[0.807, 1.487, 1.653], [-0.088, 1.010, 2.659], [-0.047, 2.054, 0.496], [-0.599, 0.814, -0.200], [1.345, 0.595, 1.340], [1.450, 2.245, 2.100], [-0.594, 1.665, 3.155], [-0.939, 2.621, 0.733], [0.631, 2.613, -0.149], [0.184, 0.164, -0.361], [-1.158, 1.001, -1.050], [-1.087, 0.299, 0.545], [-3.349, 1.305, -0.868], [-3.356, 1.473, -2.457], [-2.877, 1.111, -1.681], [1.127, -4.804, -2.053], [2.549, -5.264, -2.363], [2.028, -4.513, -2.015], [2.064, -2.149, 0.045], [0.584, -2.158, 0.312], [1.324, -1.571, 0.158]],
  "lumo_ev": -3.013,
  "homo_energy_ev": -14.1,
  "total_charge": 1,
  "gap_ev": 11.07,
  "multiplicity": 1
}



R.
{
  "formula": "C2H14NO4",
  "method": "wB97M-V/def2-TZVPD",
  "elements": ["C", "C", "N", "H", "H", "H", "H", "H", "H", "H", "H", "O", "H", "H", "O", "H", "H", "O", "H", "H", "O"],
  "positions_angstrom": [[0.296, 1.869, 0.298], [1.276, 1.337, 0.990], [-0.358, 0.977, -0.742], [-0.131, 2.822, 0.342], [1.665, 1.898, 1.891], [1.870, 0.477, 1.078], [-1.121, 0.378, -0.392], [-0.881, 1.549, -1.451], [0.295, 0.341, -1.223], [0.427, -2.686, -1.289], [-0.526, -1.850, -0.380], [0.327, -1.871, -0.792], [2.168, -0.299, -2.017], [2.214, 0.521, -3.238], [2.164, 0.614, -2.290], [-3.379, -0.351, 0.891], [-2.591, 1.205, 1.106], [-2.686, 0.288, 0.798], [-0.725, -2.135, 2.780], [-0.127, -2.991, 1.659], [-0.178, -2.090, 1.980]],
  "lumo_ev": -3.016,
  "homo_energy_ev": -14.7,
  "total_charge": 1,
  "gap_ev": 11.68,
  "multiplicity": 1
}



How far above the most stable structure does each one sit? In eV: P 1.298; Q 0.000; R 1.220.